No. 1
Computed, not measured: 2 unconnected molecules or ions with the total composition C3H11N2O at a distorted geometry, with ωB97M-V with the def2-TZVPD basis set.

Element x y z (Å)
1 C -1.71 -1.31 -0.06
2 C -1.52 0.05 0.60
3 N -0.64 0.91 -0.20
4 C 0.58 1.17 0.23
5 N 1.44 2.02 -0.26
6 H -2.20 -1.21 -1.03
7 H -2.38 -1.94 0.51
8 H -0.79 -1.84 -0.28
9 H -1.16 0.09 1.63
10 H -2.50 0.50 0.70
11 H -0.93 0.97 -1.16
12 H 0.92 0.50 1.01
13 H 1.22 2.83 -0.80
14 H 2.36 1.96 0.14
15 H 2.07 -1.68 -1.01
16 H 2.94 -1.82 0.17
17 O 2.30 -1.20 -0.20

- relative energy (zero: lowest compared OMol25 entry of this formula, charge and spin) (kJ/mol) = 79.1
- frontier orbital gap (eV) = 11.47
- strongest force on any atom (eV Å⁻¹) = 1.523
- LUMO (Ha) = -0.1268
- highest occupied orbital energy (hartree) = -0.54845
- E_tot (hartree) = -305.42262
- charge = +1


No. 2
Computed, not measured: 2 unconnected molecules or ions with the total composition C2H3FN2O at a distorted geometry, with ωB97M-V with the def2-TZVPD basis set.

Element x y z (Å)
1 C -0.32 0.92 0.55
2 C 1.00 -0.52 -0.30
3 N 0.84 0.78 0.06
4 N -1.00 -0.37 0.61
5 O -0.22 -1.20 0.14
6 F -2.48 0.15 -0.69
7 H -0.65 1.84 1.00
8 H 1.00 -0.50 -1.38
9 H 1.83 -1.09 0.02

- relative energy (zero: lowest compared OMol25 entry of this formula, charge and spin) (kJ/mol) = 399.4
- frontier orbital gap (spin up / spin down) (eV) = 9.44 / 8.26
- strongest force on any atom (eV Å⁻¹) = 4.699
- LUMO (spin up / spin down) (Ha) = -0.0544 / -0.0584
- highest occupied orbital energy (spin up / spin down) (hartree) = -0.40129 / -0.36178
- E_tot (hartree) = -362.43911
- charge = 0


No. 3
Computed, not measured: a molecular structure, C5H5MnO15 at a distorted geometry, with ωB97M-V with the def2-TZVPD basis set.

Element x y z (Å)
1 Mn 0.28 -0.20 -0.22
2 O 0.98 -5.06 -0.72
3 C 0.79 -3.74 -0.66
4 O 0.08 -3.20 -1.50
5 O 1.27 -2.98 0.23
6 H 0.30 -5.26 -1.37
7 O -0.50 0.46 4.39
8 C 0.29 1.32 3.82
9 O 0.88 2.19 4.51
10 O 0.43 1.28 2.56
11 H -0.52 0.74 5.31
12 O -3.87 -1.19 3.05
13 C -3.53 -1.62 1.79
14 O -4.20 -2.45 1.16
15 O -2.53 -1.19 1.21
16 H -2.98 -0.90 3.27
17 O -1.59 3.24 -4.02
18 C -1.75 1.96 -3.54
19 O -1.00 1.50 -2.64
20 O -2.56 1.19 -4.04
21 H -0.73 3.44 -3.65
22 O 4.71 2.41 -1.03
23 C 3.80 1.91 -1.77
24 O 3.83 2.25 -2.98
25 O 3.12 0.97 -1.37
26 H 5.00 2.93 -1.79

- relative energy (zero: lowest compared OMol25 entry of this formula, charge and spin) (kJ/mol) = 657.5
- frontier orbital gap (spin up / spin down) (eV) = 5.42 / 5.56
- spin multiplicity = 6
- strongest force on any atom (eV Å⁻¹) = 7.097
- LUMO (spin up / spin down) (Ha) = 0.1954 / 0.2011
- highest occupied orbital energy (spin up / spin down) (hartree) = -0.00375 / -0.00338
- expectation value of S² = 8.751
- E_tot (hartree) = -2473.10740
- charge = -3


No. 4
Computed, not measured: a molecular structure, C31H60F3O29Rb at a distorted geometry, with ωB97M-V with the def2-TZVPD basis set.

Element x y z (Å)
1 Rb -3.59 -1.44 3.56
2 C -0.52 -1.02 0.91
3 O -1.46 -1.58 -0.03
4 O -0.82 -1.46 2.22
5 C 0.96 -1.25 0.25
6 F 1.23 -2.52 -0.14
7 F 1.15 -0.34 -0.78
8 F 1.90 -0.92 1.19
9 C -2.68 -0.90 -0.14
10 C -3.37 -1.49 -1.37
11 H -2.77 -1.32 -2.26
12 H -3.49 -2.57 -1.24
13 H -4.44 -1.32 -1.35
14 H -2.55 0.16 -0.35
15 H -3.28 -0.98 0.77
16 H -0.67 0.06 0.89
17 C -4.77 -1.04 -4.59
18 O -4.14 -2.40 -4.63
19 C -3.78 -2.82 -5.80
20 O -3.94 -2.23 -6.86
21 O -3.16 -3.99 -5.59
22 C -2.56 -4.79 -6.58
23 H -4.00 -0.33 -4.28
24 H -5.48 -1.06 -3.77
25 H -5.32 -0.73 -5.48
26 H -1.69 -5.25 -6.11
27 H -2.22 -4.20 -7.43
28 H -3.29 -5.55 -6.88
29 C -1.56 -0.12 -7.62
30 O -0.43 -0.73 -6.97
31 C -0.36 -0.60 -5.70
32 O -1.04 0.11 -4.97
33 O 0.69 -1.33 -5.26
34 C 0.96 -1.32 -3.86
35 H -1.15 0.80 -8.05
36 H -2.40 0.09 -6.95
37 H -2.12 -0.67 -8.37
38 H 0.24 -1.90 -3.28
39 H 1.14 -0.31 -3.49
40 H 1.91 -1.82 -3.66
41 C 4.84 0.48 -4.43
42 O 5.16 0.15 -3.12
43 C 5.06 -1.12 -2.69
44 O 4.93 -2.07 -3.47
45 O 5.34 -1.09 -1.39
46 C 5.16 -2.23 -0.57
47 H 5.12 -0.34 -5.10
48 H 5.19 1.50 -4.59
49 H 3.77 0.61 -4.63
50 H 4.29 -2.08 0.07
51 H 6.01 -2.54 0.03
52 H 4.95 -3.11 -1.18
53 C 1.81 0.91 8.39
54 O 2.51 1.29 7.24
55 C 2.28 0.58 6.13
56 O 1.63 -0.50 6.05
57 O 2.88 1.15 5.09
58 C 2.85 0.50 3.81
59 H 1.89 1.59 9.24
60 H 2.12 -0.09 8.70
61 H 0.76 0.80 8.15
62 H 3.89 0.52 3.46
63 H 2.16 0.94 3.09
64 H 2.50 -0.52 3.95
65 C 4.42 5.66 3.80
66 O 3.36 4.90 3.15
67 C 3.74 3.87 2.33
68 O 4.90 3.52 2.16
69 O 2.59 3.51 1.73
70 C 2.62 2.55 0.63
71 H 4.95 5.02 4.50
72 H 3.98 6.47 4.39
73 H 5.13 6.06 3.07
74 H 3.15 1.64 0.91
75 H 3.20 3.03 -0.15
76 H 1.59 2.30 0.37
77 C -6.51 0.81 1.55
78 O -5.96 2.07 1.88
79 C -4.67 2.26 2.10
80 O -3.84 1.38 2.27
81 O -4.44 3.58 1.99
82 C -3.04 4.13 2.23
83 H -6.74 0.10 2.35
84 H -5.87 0.36 0.80
85 H -7.48 1.00 1.09
86 H -3.02 5.20 2.01
87 H -2.36 3.50 1.65
88 H -2.84 3.93 3.28
89 C -1.80 3.11 -2.54
90 O -0.81 3.70 -1.67
91 C -1.14 4.76 -0.94
92 O -2.28 5.07 -0.55
93 O 0.02 5.27 -0.60
94 C -0.01 6.06 0.56
95 H -2.52 3.87 -2.84
96 H -2.31 2.23 -2.15
97 H -1.16 2.86 -3.39
98 H 0.81 6.78 0.52
99 H 0.00 5.56 1.53
100 H -0.95 6.63 0.59
101 C 3.79 -9.61 -1.10
102 O 3.78 -8.36 -1.74
103 C 3.75 -7.25 -0.93
104 O 3.78 -7.31 0.30
105 O 3.44 -6.20 -1.74
106 C 2.75 -5.05 -1.16
107 H 4.74 -9.79 -0.58
108 H 3.84 -10.43 -1.82
109 H 2.98 -9.72 -0.38
110 H 3.09 -4.81 -0.15
111 H 1.76 -5.44 -0.93
112 H 2.62 -4.17 -1.80
113 C -0.61 1.94 4.01
114 O -1.74 1.39 4.64
115 C -2.34 1.98 5.60
116 O -2.00 2.95 6.31
117 O -3.39 1.15 5.78
118 C -4.37 1.37 6.64
119 H -0.21 1.17 3.35
120 H 0.25 2.17 4.65
121 H -0.83 2.88 3.51
122 H -3.99 1.47 7.65
123 H -5.02 0.49 6.61
124 H -5.02 2.22 6.44

- relative energy (zero: lowest compared OMol25 entry of this formula, charge and spin) (kJ/mol) = 402.8
- frontier orbital gap (eV) = 6.51
- strongest force on any atom (eV Å⁻¹) = 4.215
- LUMO (Ha) = -0.0305
- highest occupied orbital energy (hartree) = -0.26993
- E_tot (hartree) = -3722.74673
- charge = 0


No. 5
Computed, not measured: a molecular structure, C28H30EuNOTe at a distorted geometry, with ωB97M-V with the def2-TZVPD basis set.

Element x y z (Å)
1 C -2.44 1.92 -0.43
2 C -1.20 2.58 -0.71
3 C -0.56 1.90 -1.78
4 H -0.79 3.42 -0.16
5 C -1.41 0.82 -2.20
6 C -2.58 0.85 -1.37
7 H -1.13 -0.01 -2.84
8 C -1.32 0.31 2.58
9 C -0.69 1.56 2.30
10 C 0.68 1.33 2.05
11 H -1.19 2.52 2.21
12 C 0.92 -0.08 2.16
13 C -0.33 -0.71 2.51
14 H 0.43 2.11 -2.16
15 H -3.32 0.06 -1.30
16 H -3.12 2.13 0.39
17 H -0.50 -1.79 2.47
18 H 1.42 2.05 1.71
19 H -2.39 0.13 2.65
20 Eu -0.74 -0.05 0.10
21 C 2.21 -0.83 1.91
22 C 2.51 -1.60 3.20
23 C 3.37 0.14 1.59
24 H 2.36 -0.93 4.06
25 H 3.54 -1.98 3.21
26 H 1.82 -2.45 3.31
27 H 3.59 0.74 2.49
28 H 3.13 0.82 0.77
29 H 4.28 -0.42 1.32
30 C 2.10 -1.87 0.73
31 C 2.06 -1.28 -0.66
32 H 1.22 -2.54 0.89
33 H 2.99 -2.54 0.75
34 O 1.26 -0.34 -0.97
35 N 2.83 -1.76 -1.65
36 C 2.47 -1.50 -3.06
37 H 3.76 -2.09 -1.40
38 C 2.67 -0.07 -3.53
39 C 1.82 0.50 -4.49
40 H 0.98 -0.09 -4.86
41 C 2.04 1.81 -4.93
42 H 1.37 2.25 -5.67
43 C 3.13 2.55 -4.43
44 H 3.31 3.56 -4.78
45 C 3.99 1.96 -3.49
46 H 4.84 2.52 -3.09
47 C 3.76 0.65 -3.05
48 H 4.44 0.18 -2.32
49 H 1.43 -1.82 -3.25
50 H 3.15 -2.17 -3.62
51 Te -2.70 -2.34 0.30
52 C -4.21 -1.44 1.47
53 C -4.37 -2.00 2.76
54 C -5.42 -1.54 3.56
55 C -6.28 -0.53 3.10
56 C -6.10 0.02 1.82
57 C -5.07 -0.43 0.99
58 H -3.68 -2.78 3.08
59 H -5.56 -1.97 4.55
60 H -7.10 -0.18 3.74
61 H -6.77 0.80 1.46
62 H -4.91 -0.03 0.00

- frontier orbital gap (spin up / spin down) (eV) = 6.70 / 6.83
- spin multiplicity = 7
- strongest force on any atom (eV Å⁻¹) = 1.972
- LUMO (spin up / spin down) (Ha) = -0.0020 / 0.0008
- highest occupied orbital energy (spin up / spin down) (hartree) = -0.24815 / -0.25028
- expectation value of S² = 12.017
- E_tot (hartree) = -2193.29992
- charge = 0


No. 6
Computed, not measured: a molecular structure, C49H84F3MgO21S at a distorted geometry, with ωB97M-V with the def2-TZVPD basis set.

Element x y z (Å)
1 Mg -4.86 -1.78 -2.03
2 C 0.83 0.07 -0.16
3 F 0.41 1.29 -0.44
4 F 1.13 -0.63 -1.24
5 F 1.89 0.13 0.74
6 S -0.75 -0.79 0.71
7 O -1.05 -0.07 1.98
8 O -1.77 -0.66 -0.33
9 O -0.32 -2.19 0.90
10 C 1.42 5.29 -5.70
11 C 1.08 6.10 -6.95
12 C -0.43 5.98 -7.07
13 O -0.65 4.71 -6.49
14 C 0.46 4.12 -5.85
15 H 1.25 5.76 -4.73
16 H 2.46 4.95 -5.73
17 H 1.53 5.68 -7.84
18 H 1.35 7.16 -6.91
19 H -0.87 6.01 -8.06
20 H -0.95 6.72 -6.46
21 H 0.91 3.36 -6.49
22 H 0.19 3.66 -4.90
23 C 4.37 -2.70 5.35
24 C 4.32 -3.65 6.53
25 C 4.52 -5.06 5.96
26 O 4.47 -4.83 4.55
27 C 3.95 -3.57 4.20
28 H 5.33 -2.21 5.19
29 H 3.68 -1.87 5.50
30 H 3.36 -3.58 7.04
31 H 5.03 -3.31 7.27
32 H 3.71 -5.76 6.19
33 H 5.48 -5.51 6.21
34 H 2.88 -3.78 4.16
35 H 4.38 -3.21 3.26
36 C -3.28 -2.74 6.64
37 C -1.83 -3.13 6.74
38 C -1.78 -4.61 6.33
39 O -3.14 -5.03 6.13
40 C -3.85 -3.90 5.75
41 H -3.49 -1.79 6.16
42 H -3.72 -2.79 7.64
43 H -1.46 -3.10 7.77
44 H -1.26 -2.49 6.08
45 H -1.15 -5.19 7.01
46 H -1.26 -4.74 5.38
47 H -4.92 -4.01 5.94
48 H -3.71 -3.78 4.67
49 C 3.23 -7.07 -1.14
50 C 3.69 -8.32 -0.37
51 C 2.74 -9.43 -0.73
52 O 1.78 -8.89 -1.66
53 C 1.78 -7.44 -1.45
54 H 3.76 -6.98 -2.08
55 H 3.36 -6.14 -0.59
56 H 3.75 -8.10 0.69
57 H 4.66 -8.65 -0.74
58 H 2.23 -9.85 0.14
59 H 3.35 -10.27 -1.05
60 H 1.18 -7.16 -0.59
61 H 1.34 -6.96 -2.32
62 C 5.30 5.87 -0.41
63 C 5.93 6.85 -1.35
64 C 7.23 6.18 -1.65
65 O 7.61 5.58 -0.40
66 C 6.49 5.52 0.46
67 H 4.90 5.01 -0.93
68 H 4.50 6.33 0.18
69 H 6.12 7.81 -0.87
70 H 5.34 7.10 -2.23
71 H 7.96 6.89 -2.05
72 H 7.13 5.44 -2.44
73 H 6.60 6.27 1.25
74 H 6.42 4.54 0.94
75 C 2.59 4.12 5.48
76 C 3.63 4.00 6.53
77 C 2.95 4.87 7.58
78 O 1.57 4.83 7.51
79 C 1.30 3.98 6.37
80 H 2.54 3.31 4.75
81 H 2.62 5.10 5.00
82 H 4.59 4.48 6.33
83 H 3.86 3.01 6.92
84 H 3.31 5.90 7.50
85 H 3.24 4.49 8.56
86 H 0.34 4.27 5.94
87 H 1.07 3.01 6.80
88 O -3.85 8.39 4.59
89 C -3.20 7.96 3.62
90 O -3.48 6.82 2.95
91 C -2.63 6.60 1.88
92 C -1.47 7.57 2.05
93 C -2.07 8.66 2.90
94 H -3.19 6.76 0.96
95 H -2.23 5.61 1.70
96 H -1.02 8.02 1.16
97 H -0.71 7.08 2.65
98 H -2.53 9.40 2.24
99 H -1.45 9.15 3.64
100 O -5.58 2.38 -3.32
101 C -5.76 3.40 -3.94
102 O -5.60 4.57 -3.40
103 C -5.91 5.65 -4.25
104 C -6.93 5.06 -5.25
105 C -6.40 3.66 -5.37
106 H -5.03 6.05 -4.75
107 H -6.44 6.44 -3.72
108 H -6.83 5.65 -6.16
109 H -7.94 5.12 -4.86
110 H -5.63 3.73 -6.14
111 H -7.15 2.93 -5.67
112 O -2.09 -2.89 -5.26
113 C -1.35 -3.37 -6.17
114 O -0.10 -2.90 -6.30
115 C 0.68 -3.74 -7.16
116 C -0.33 -4.56 -7.96
117 C -1.64 -4.56 -7.15
118 H 1.38 -4.38 -6.62
119 H 1.29 -3.14 -7.84
120 H -0.04 -5.56 -8.27
121 H -0.40 -4.06 -8.92
122 H -1.80 -5.48 -6.58
123 H -2.53 -4.36 -7.75
124 O -6.90 -0.61 1.54
125 C -7.28 0.08 2.50
126 O -7.72 -0.47 3.62
127 C -8.14 0.44 4.58
128 C -8.36 1.70 3.78
129 C -7.38 1.58 2.58
130 H -7.45 0.50 5.42
131 H -9.07 0.09 5.02
132 H -8.20 2.61 4.36
133 H -9.38 1.74 3.39
134 H -6.40 2.02 2.76
135 H -7.79 2.03 1.67
136 O -4.30 -5.89 -0.84
137 C -4.20 -7.11 -0.74
138 O -3.99 -7.87 -1.85
139 C -4.14 -9.21 -1.58
140 C -3.88 -9.31 -0.06
141 C -4.21 -7.94 0.49
142 H -3.47 -9.81 -2.20
143 H -5.17 -9.50 -1.78
144 H -2.87 -9.63 0.16
145 H -4.52 -10.11 0.33
146 H -3.38 -7.68 1.15
147 H -5.11 -7.96 1.10
148 O 8.29 -1.23 -6.46
149 C 7.39 -0.94 -5.68
150 O 6.57 -1.88 -5.21
151 C 5.77 -1.35 -4.17
152 C 5.74 0.11 -4.47
153 C 7.11 0.40 -5.08
154 H 6.12 -1.58 -3.16
155 H 4.74 -1.70 -4.16
156 H 5.61 0.75 -3.59
157 H 4.97 0.47 -5.15
158 H 7.89 0.53 -4.33
159 H 7.14 1.07 -5.93

- frontier orbital gap (eV) = 1.64
- strongest force on any atom (eV Å⁻¹) = 4.390
- LUMO (Ha) = -0.3210
- highest occupied orbital energy (hartree) = -0.38127
- E_tot (hartree) = -4394.78827
- charge = +1